No. 1
Density functional theory data (the ωB97M-V functional and the def2-TZVPD basis) for a molecular structure, C2H7N3O at a distorted geometry.

LUMO = 0.705 eV
Kohn-Sham gap = 9.25 eV
HOMO energy = -8.55 eV
Multiplicity = 1

Geometry as XYZ:
```
13
C2H7N3O | OMol25 | the ωB97M-V functional and the def2-TZVPD basis
C 0.863 -0.358 1.175
N -0.391 -0.158 0.851
N -0.890 1.015 -0.904
N 1.857 -0.153 0.252
C -1.111 -0.595 -0.829
O -2.178 -1.123 -0.652
H -1.079 -0.322 1.588
H 1.178 -0.241 2.217
H -0.931 1.294 -1.890
H -1.496 1.666 -0.428
H 2.831 -0.249 0.485
H 1.588 0.340 -0.587
H -0.241 -1.115 -1.278
```



No. 2
Density functional theory data (the ωB97M-V functional and the def2-TZVPD basis) for a single C2H7N3O molecule at a distorted geometry.

LUMO (alpha / beta) = 1.096 / -1.080 eV
Kohn-Sham gap (alpha / beta) = 6.79 / 9.06 eV
HOMO energy (alpha / beta) = -5.70 / -10.14 eV
Multiplicity = 3

Geometry as XYZ:
```
13
C2H7N3O | OMol25 | the ωB97M-V functional and the def2-TZVPD basis
C -2.058 0.390 0.369
C 2.297 -0.683 0.163
N 0.151 -0.100 0.041
N -0.802 0.665 -0.295
N 1.322 0.397 0.138
O 1.517 1.630 0.009
H -2.608 -0.425 -0.103
H -1.851 0.069 1.405
H -2.602 1.318 0.487
H 3.121 -0.367 0.926
H 1.700 -1.589 0.460
H 2.600 -0.762 -0.921
H -0.586 1.673 -0.139
```



No. 3
Density functional theory data (the ωB97M-V functional and the def2-TZVPD basis) for 2 unconnected molecules or ions with the total composition C2H7N3O2 at a distorted geometry.

LUMO = -0.308 eV
Kohn-Sham gap = 9.03 eV
HOMO energy = -9.34 eV
Multiplicity = 1

Geometry as XYZ:
```
14
C2H7N3O2 | OMol25 | the ωB97M-V functional and the def2-TZVPD basis
C -0.569 -1.256 -0.032
C -0.753 1.214 0.348
N 2.503 -0.660 0.363
N -0.173 -0.048 0.659
N 1.692 0.247 0.171
O 1.830 1.414 -0.198
O 3.772 -0.382 -0.031
H -1.306 -1.243 -0.812
H 0.279 -1.958 -0.253
H -0.943 -1.977 0.764
H 0.007 1.948 -0.013
H -1.467 1.158 -0.519
H -1.396 1.429 1.363
H 3.729 0.395 -0.617
```



No. 4
Density functional theory data (the ωB97M-V functional and the def2-TZVPD basis) for a molecular structure, C2H7N3O2 at a distorted geometry.

LUMO = -1.244 eV
Kohn-Sham gap = 7.46 eV
HOMO energy = -8.71 eV
Multiplicity = 1

Geometry as XYZ:
```
14
C2H7N3O2 | OMol25 | the ωB97M-V functional and the def2-TZVPD basis
C 1.039 -0.257 -2.051
C -0.357 0.090 -0.266
H 1.610 0.135 -3.267
H 0.744 -1.262 -2.146
H 1.960 -0.080 -1.394
H -0.292 -0.930 1.386
H 1.876 -0.992 1.985
H -1.184 1.655 0.022
H -1.992 1.410 2.063
N -0.155 0.530 -1.441
N 0.164 -1.043 0.566
N -1.371 0.780 0.493
O 1.402 -1.309 0.489
O -1.062 1.209 1.752
```



No. 5
Density functional theory data (the ωB97M-V functional and the def2-TZVPD basis) for 2 unconnected molecules or ions with the total composition C2H7N3O2 at a distorted geometry.

LUMO = -2.617 eV
Kohn-Sham gap = 5.73 eV
HOMO energy = -8.35 eV
Multiplicity = 1

Geometry as XYZ:
```
14
C2H7N3O2 | OMol25 | the ωB97M-V functional and the def2-TZVPD basis
C -2.110 0.100 -0.260
C 0.435 0.010 0.083
H -2.126 1.398 -0.211
H -3.033 -0.228 0.412
H -2.420 -0.296 -1.387
H -0.917 -1.640 0.144
H 0.533 1.612 1.379
H 2.322 0.977 -0.678
H 2.997 -2.357 0.999
N -0.779 -0.631 0.089
N 0.452 1.490 0.260
N 1.622 -0.499 -0.056
O 1.617 1.885 -0.435
O 1.407 -1.820 -0.340
```



No. 6
Density functional theory data (the ωB97M-V functional and the def2-TZVPD basis) for a molecular structure, C2H7N3O2 at a distorted geometry.

LUMO = 0.683 eV
Kohn-Sham gap = 8.92 eV
HOMO energy = -8.24 eV
Multiplicity = 1

Geometry as XYZ:
```
14
C2H7N3O2 | OMol25 | the ωB97M-V functional and the def2-TZVPD basis
C 0.014 0.407 -1.061
C 0.186 -0.767 1.036
N -1.040 1.205 0.952
N -0.470 0.263 0.235
N 0.306 2.363 1.655
O 1.418 1.937 1.412
O -0.060 3.250 2.339
H 0.014 -0.536 -1.493
H -0.265 1.175 -1.690
H 1.165 0.553 -1.113
H 0.130 -0.522 2.076
H -0.363 -1.730 1.025
H 1.172 -0.919 0.717
H -1.308 1.945 0.192
```



No. 7
Density functional theory data (the ωB97M-V functional and the def2-TZVPD basis) for 2 unconnected molecules or ions with the total composition C2H7N3O3 at a distorted geometry.

LUMO = 0.774 eV
Kohn-Sham gap = 9.36 eV
HOMO energy = -8.59 eV
Multiplicity = 1

Geometry as XYZ:
```
15
C2H7N3O3 | OMol25 | the ωB97M-V functional and the def2-TZVPD basis
C -0.924 0.612 -0.339
O -2.110 0.038 -0.602
O 0.422 -0.544 -1.445
O -0.694 1.794 -0.499
H -2.630 0.708 -1.070
H 0.413 -0.774 -2.383
N -0.532 -1.566 0.886
N 1.679 1.180 0.693
C 1.082 0.018 0.870
N -0.236 -0.182 0.789
H -1.489 -1.639 1.216
H -0.464 -1.893 -0.087
H 2.678 1.178 0.566
H 1.128 1.904 0.232
H 1.677 -0.834 1.172
```



No. 8
Density functional theory data (the ωB97M-V functional and the def2-TZVPD basis) for a single C2H7N3O3 molecule at a distorted geometry.

LUMO = 0.683 eV
Kohn-Sham gap = 9.55 eV
HOMO energy = -8.87 eV
Multiplicity = 1
SMILES = NN[C@@H](O)OC(N)=O

Geometry as XYZ:
```
15
C2H7N3O3 | OMol25 | the ωB97M-V functional and the def2-TZVPD basis
N -1.534 0.618 1.296
N -1.207 -0.576 0.612
C -0.885 -0.644 -0.804
O -1.304 0.449 -1.504
O 0.543 -0.828 -0.881
C 1.207 0.152 -0.072
N 2.438 -0.317 0.252
O 0.926 1.331 -0.045
H -0.743 1.265 1.264
H -2.306 1.064 0.807
H -0.872 -1.329 1.199
H -1.323 -1.548 -1.241
H -0.822 1.232 -1.182
H 2.711 -1.229 -0.073
H 3.171 0.360 0.373
```



No. 9
Density functional theory data (the ωB97M-V functional and the def2-TZVPD basis) for a single C2H7N3OS molecule at a distorted geometry.

LUMO = 0.744 eV
Kohn-Sham gap = 8.65 eV
HOMO energy = -7.91 eV
Multiplicity = 1
SMILES = CN/C(=N/S)NO

Geometry as XYZ:
```
14
C2H7N3OS | OMol25 | the ωB97M-V functional and the def2-TZVPD basis
C -1.224 -1.665 -0.009
N -0.978 -0.245 -0.196
C 0.293 0.223 -0.113
N 1.285 -0.592 -0.052
S 2.855 0.117 -0.093
N 0.432 1.624 -0.199
O -0.744 2.309 0.141
H -0.987 -2.008 1.016
H -0.598 -2.252 -0.734
H -2.280 -1.870 -0.188
H -1.687 0.453 0.102
H 3.424 -0.854 0.584
H 1.185 1.970 0.408
H -0.975 2.791 -0.667
```



No. 10
Density functional theory data (the ωB97M-V functional and the def2-TZVPD basis) for a single C2H7N3S molecule at a distorted geometry.

LUMO = 0.598 eV
Kohn-Sham gap = 9.42 eV
HOMO energy = -8.83 eV
Multiplicity = 1
SMILES = CN/N=C\NS

Geometry as XYZ:
```
13
C2H7N3S | OMol25 | the ωB97M-V functional and the def2-TZVPD basis
C -1.648 0.796 0.559
N -1.339 -0.554 0.129
N -0.210 -1.014 0.928
C 0.924 -0.864 0.323
N 1.214 -0.130 -0.883
S 2.829 -0.414 -1.604
H -0.549 1.324 0.721
H -2.246 0.769 1.554
H -2.235 1.422 -0.270
H -2.130 -1.004 0.526
H 1.831 -1.108 0.790
H 0.371 0.008 -1.512
H 3.187 0.770 -1.259
```



No. 11
Density functional theory data (the ωB97M-V functional and the def2-TZVPD basis) for a molecular structure, C2H7N4 at a distorted geometry.

LUMO = -4.425 eV
Kohn-Sham gap = 10.33 eV
Total charge = +1
HOMO energy = -14.75 eV
Multiplicity = 1

Geometry as XYZ:
```
13
C2H7N4 | OMol25 | the ωB97M-V functional and the def2-TZVPD basis
C 0.062 0.284 -0.026
C 1.320 -0.423 -0.182
N -3.501 -0.178 -0.145
N -2.592 0.412 0.174
N -0.020 1.435 0.648
N -1.053 -0.286 -0.396
H 1.704 -0.585 0.843
H 2.039 0.336 -0.566
H 1.325 -1.411 -0.827
H -3.546 -1.131 -0.468
H 0.804 1.834 0.880
H -0.908 2.063 0.780
H -1.146 -1.323 -0.605
```



No. 12
Density functional theory data (the ωB97M-V functional and the def2-TZVPD basis) for a gas-phase ion, C2H7N4O (charge +1) at a distorted geometry.

LUMO (alpha / beta) = -2.809 / -7.607 eV
Kohn-Sham gap (alpha / beta) = 9.66 / 7.36 eV
Total charge = +1
HOMO energy (alpha / beta) = -12.47 / -14.97 eV
Multiplicity = 3

Geometry as XYZ:
```
14
C2H7N4O | OMol25 | the ωB97M-V functional and the def2-TZVPD basis
C -0.018 -1.200 -0.048
C -0.209 1.026 -0.707
N -0.639 1.079 0.663
N -0.125 -0.378 -1.098
N 0.278 -2.498 -0.251
N 0.019 1.879 1.407
O 0.181 -0.775 1.098
H -0.985 1.528 -1.233
H 0.882 1.506 -0.702
H -0.409 -0.656 -2.013
H 0.075 -3.019 -1.048
H 0.521 -2.985 0.575
H -0.301 2.094 2.423
H 0.730 2.398 0.933
```



No. 13
Density functional theory data (the ωB97M-V functional and the def2-TZVPD basis) for a gas-phase ion, C2H7N4S (charge +1) at a distorted geometry.

LUMO (alpha / beta) = -4.667 / -4.667 eV
Kohn-Sham gap (alpha / beta) = 8.44 / 8.44 eV
Total charge = +1
HOMO energy (alpha / beta) = -13.10 / -13.10 eV
Multiplicity = 1

Geometry as XYZ:
```
14
C2H7N4S | OMol25 | the ωB97M-V functional and the def2-TZVPD basis
C 1.514 0.239 -0.023
C -0.554 -1.228 -0.617
N -0.449 1.146 -0.766
N 2.375 1.150 0.109
N -1.670 -0.005 1.010
N -1.132 0.092 -0.341
S 1.225 -1.369 0.086
H -1.185 -2.144 -0.377
H -0.227 -1.294 -1.638
H 1.992 2.028 0.111
H 3.282 0.871 0.534
H -2.438 0.585 1.325
H -0.820 -0.223 1.516
H -1.914 0.149 -0.927
```



No. 14
Density functional theory data (the ωB97M-V functional and the def2-TZVPD basis) for a molecular structure, C2H7N4S at a distorted geometry.

LUMO (alpha / beta) = -3.268 / -7.807 eV
Kohn-Sham gap (alpha / beta) = 7.95 / 6.08 eV
Total charge = +1
HOMO energy (alpha / beta) = -11.22 / -13.88 eV
Multiplicity = 3

Geometry as XYZ:
```
14
C2H7N4S | OMol25 | the ωB97M-V functional and the def2-TZVPD basis
C 0.142 0.458 1.943
C -0.423 -0.216 -0.158
N 0.915 -0.600 1.854
N -0.615 0.799 0.913
N 0.879 -1.487 -2.139
N -1.380 1.896 0.928
S 0.690 -1.380 0.430
H 0.394 1.218 2.788
H -0.687 -0.045 -1.259
H 1.838 -1.792 -1.755
H 0.525 -2.336 -2.584
H -2.002 2.100 0.161
H 1.191 -0.761 -2.929
H -1.466 2.146 1.808
```



No. 15
Density functional theory data (the ωB97M-V functional and the def2-TZVPD basis) for a single C2H7N5 molecule at a distorted geometry.

LUMO = 0.430 eV
Kohn-Sham gap = 9.36 eV
HOMO energy = -8.93 eV
Multiplicity = 1
SMILES = [H]/N=C\NN/C(N)=N\[H]

Geometry as XYZ:
```
14
C2H7N5 | OMol25 | the ωB97M-V functional and the def2-TZVPD basis
H 0.445 -0.883 -1.235
N 1.474 -1.136 -0.904
C 1.840 -0.150 -0.157
N 1.163 0.887 0.486
N -0.255 0.992 -0.150
C -1.057 -0.036 -0.038
N -0.735 -1.288 0.683
N -2.276 -0.018 -0.442
H -2.548 0.918 -0.912
H 2.820 -0.349 0.531
H 1.341 1.918 0.887
H -0.291 1.621 -1.119
H -0.101 -1.232 1.508
H -1.820 -1.244 0.863
```



No. 16
Density functional theory data (the ωB97M-V functional and the def2-TZVPD basis) for a single C2H7N5O molecule at a distorted geometry.

LUMO = 0.731 eV
Kohn-Sham gap = 10.21 eV
HOMO energy = -9.48 eV
Multiplicity = 1
SMILES = NNC(=NC=O)NN

Geometry as XYZ:
```
15
C2H7N5O | OMol25 | the ωB97M-V functional and the def2-TZVPD basis
N -1.177 -1.557 0.631
N 0.180 -1.301 0.080
C 0.341 0.006 -0.378
N -0.650 0.838 -0.571
C -1.646 0.735 0.384
O -1.241 0.713 1.678
N 1.668 0.191 -0.748
N 1.944 1.550 -1.144
H -1.256 -1.227 1.550
H -0.969 -2.655 1.103
H 0.688 -1.486 0.953
H -2.811 0.780 0.158
H 1.912 -0.709 -1.283
H 1.758 2.250 -0.290
H 1.257 1.872 -2.124
```



No. 17
Density functional theory data (the ωB97M-V functional and the def2-TZVPD basis) for a molecular structure, C2H7N5O at a distorted geometry.

LUMO = 0.931 eV
Kohn-Sham gap = 9.53 eV
HOMO energy = -8.60 eV
Multiplicity = 1

Geometry as XYZ:
```
15
C2H7N5O | OMol25 | the ωB97M-V functional and the def2-TZVPD basis
N 1.063 -0.537 0.303
N -1.204 0.988 0.491
C -0.053 0.843 -0.282
C 0.108 -0.525 -0.993
N 2.323 0.056 0.524
N -1.934 -0.167 0.830
N -0.265 -1.361 -1.805
O 0.511 1.827 -0.761
H 0.923 -1.359 0.881
H -1.718 1.832 0.252
H 2.169 1.040 0.749
H 2.869 0.024 -0.333
H -2.722 -0.317 0.209
H -2.272 -0.082 1.780
H 0.203 -2.262 -1.844
```



No. 18
Density functional theory data (the ωB97M-V functional and the def2-TZVPD basis) for a molecular structure, C2H7N5O at a distorted geometry.

LUMO = 0.458 eV
Kohn-Sham gap = 8.61 eV
HOMO energy = -8.16 eV
Multiplicity = 1

Geometry as XYZ:
```
15
C2H7N5O | OMol25 | the ωB97M-V functional and the def2-TZVPD basis
C 1.536 0.130 -0.059
C -0.608 0.155 -1.092
H 1.565 0.539 2.677
H 2.077 -1.152 2.516
H 2.523 0.452 -0.282
H 1.220 -0.064 -2.079
H -1.200 0.527 -2.938
H -0.504 -0.149 1.076
H -2.820 -0.397 -0.571
N 2.176 -0.173 2.054
N 1.140 -0.307 1.115
N 0.745 0.211 -1.066
N -1.537 0.285 -1.996
N -1.023 -0.107 0.166
O -2.367 -0.105 0.575
```



No. 19
Density functional theory data (the ωB97M-V functional and the def2-TZVPD basis) for a single C2H7N5O molecule at a distorted geometry.

LUMO = 0.222 eV
Kohn-Sham gap = 8.02 eV
HOMO energy = -7.80 eV
Multiplicity = 1
SMILES = [H]/N=C(\N)ON/C=N\N

Geometry as XYZ:
```
15
C2H7N5O | OMol25 | the ωB97M-V functional and the def2-TZVPD basis
H 1.463 0.702 -2.596
N 1.306 0.621 -1.595
C 1.105 -0.425 -1.009
N 1.225 -1.672 -1.345
O 0.532 -0.411 0.402
N 0.457 0.816 0.868
C -0.936 1.604 1.056
N -2.009 1.082 1.362
N -2.005 -0.077 1.985
H 0.995 -2.643 -0.852
H 1.714 -2.113 -2.429
H 1.156 1.458 0.440
H -0.814 2.551 0.696
H -1.361 -0.736 1.300
H -2.827 -0.757 1.718
```



No. 20
Density functional theory data (the ωB97M-V functional and the def2-TZVPD basis) for 2 unconnected molecules or ions with the total composition C2H7NO at a distorted geometry.

LUMO = 0.905 eV
Kohn-Sham gap = 9.72 eV
HOMO energy = -8.82 eV
Multiplicity = 1
SMILES = C=CN.O

Geometry as XYZ:
```
11
C2H7NO | OMol25 | the ωB97M-V functional and the def2-TZVPD basis
C -0.164 0.088 1.231
C 1.142 0.061 0.880
N 1.634 -0.011 -0.482
H -0.965 0.539 0.543
H -0.660 -0.098 2.300
H 1.771 -0.212 1.688
H 0.841 0.140 -1.079
H 2.214 0.793 -0.422
O -1.641 -0.395 -1.748
H -1.781 -1.064 -1.081
H -2.390 0.158 -1.830
```



Computed values of calculated total energy (unit: eV) for the preceding records, in sequence: -8703.027, -8698.894, -10745.870, -10743.168, -10741.573, -10747.100, -12798.316, -12799.709, -19538.576, -17490.270, -8138.606, -10184.409, -18969.264, -18970.460, -9633.691, -11680.165, -11681.268, -11679.738, -11679.018, -5723.583.
Computed values of relative energy (zero: lowest compared OMol25 entry of this formula, charge and spin) (unit: kJ/mol) for the preceding records, in sequence: 313.6, 51.8, 791.7, 1052.4, 1206.3, 673.1, 288.3, 153.8, 122.0, 254.9, 351.3, 0.0, 625.9, 224.3, 419.5, 486.6, 380.1, 527.8, 597.3, 160.1.